[1]
A structure of composition CHF3MgO2S in a non-equilibrium geometry, computed with the ωB97M-V functional and the def2-TZVPD basis.

Properties
E_tot (Eh): -1086.895962
LUMO energy (alpha / beta) (eV): -3.57 / -3.57
Frontier orbital gap (alpha / beta) (eV): 4.72 / 4.72

Geometry as XYZ:
```
9
Properties=species:S:1:pos:R:3:nbo_charge:R:1
S 1.334 0.019 -0.452 1.403
O 0.751 -1.169 -1.319 -1.124
O 0.882 1.189 -1.386 -1.120
Mg -0.310 0.030 -2.529 1.681
C -0.054 0.004 0.862 0.539
F 0.429 -0.901 1.740 -0.321
F -0.044 1.159 1.532 -0.330
F -1.904 -0.490 1.731 -0.749
H -1.084 0.159 -0.179 0.021
```

---

[2]
A cluster of 2 separate species, CHF3N2S in total in a non-equilibrium geometry, computed with the ωB97M-V functional and the def2-TZVPD basis.

Properties
E_tot (Eh): -845.899109
LUMO energy (alpha / beta) (eV): -1.05 / -1.81
Frontier orbital gap (alpha / beta) (eV): 8.48 / 7.14

Geometry as XYZ:
```
8
Properties=species:S:1:pos:R:3:nbo_charge:R:1
C 0.246 0.931 -1.064 0.789
N -0.236 -1.750 1.817 -0.239
N -0.124 -1.793 0.684 0.137
F 1.015 0.508 -2.094 -0.325
F 1.043 1.093 0.064 -0.362
F -0.125 2.177 -1.291 -0.319
S -1.169 -0.060 -0.747 -0.097
H -0.649 -1.106 2.629 0.417
```

---

[3]
The ion CHF3NO3S with charge -1 in a non-equilibrium geometry, computed with the ωB97M-V functional and the def2-TZVPD basis.

Properties
SMILES: O=S(=O)([O-])NC(F)(F)F
Net charge: -1
E_tot (Eh): -1017.071473
LUMO energy (eV): 4.00
Frontier orbital gap (eV): 9.64

Geometry as XYZ:
```
10
Properties=species:S:1:pos:R:3:nbo_charge:R:1
O -1.141 0.817 -1.151 -0.991
S -1.452 -0.022 -0.028 2.500
O -1.729 -1.398 -0.449 -1.045
O -2.204 0.493 1.084 -0.972
N 0.134 -0.420 0.646 -0.944
C 1.204 0.291 0.088 1.079
F 2.480 -0.109 0.496 -0.367
F 1.219 1.640 0.252 -0.332
F 1.275 0.151 -1.262 -0.349
H 0.214 -1.445 0.324 0.421
```

---

[4]
The ion CHF3O3PS with charge -1 in a non-equilibrium geometry, computed with the ωB97M-V functional and the def2-TZVPD basis.

Properties
SMILES: O=[S@@]([O-])(=PO)C(F)(F)F
Net charge: -1
E_tot (Eh): -1303.578319
LUMO energy (eV): 3.95
Frontier orbital gap (eV): 7.08

Geometry as XYZ:
```
10
Properties=species:S:1:pos:R:3:nbo_charge:R:1
O 2.143 0.630 0.238 -0.950
S 0.790 0.591 -0.167 1.638
O -0.044 1.787 0.134 -0.998
P 0.443 0.099 -2.180 0.169
O -1.129 0.637 -2.106 -0.997
C -0.165 -0.934 1.151 0.726
F -1.085 -1.740 0.578 -0.363
F -0.701 -0.607 2.343 -0.366
F 0.812 -1.706 1.442 -0.342
H -1.063 1.243 -1.433 0.483
```

---

[5]
The molecule CHF4NOS in a non-equilibrium geometry, computed with the ωB97M-V functional and the def2-TZVPD basis.

Properties
SMILES: N=[S@](=O)(F)C(F)(F)F
E_tot (Eh): -966.285411
LUMO energy (eV): 0.51
Frontier orbital gap (eV): 12.05

Geometry as XYZ:
```
9
Properties=species:S:1:pos:R:3:nbo_charge:R:1
N -1.591 -0.393 -0.328 -1.109
S -0.497 0.519 0.148 2.172
O -0.436 1.372 1.228 -0.871
F 0.005 1.489 -1.105 -0.502
C 1.016 -0.496 0.079 0.745
F 2.033 0.248 0.451 -0.286
F 1.010 -1.648 0.715 -0.287
F 1.075 -0.796 -1.202 -0.301
H -2.615 -0.295 0.014 0.437
```

---

[6]
The molecule CHF6N3O3S in a non-equilibrium geometry, computed with the ωB97M-V functional and the def2-TZVPD basis.

Properties
SMILES: O=S(=O)(F)OC(NF)(N(F)F)N(F)F
E_tot (Eh): -1425.654007
LUMO energy (eV): -0.45
Frontier orbital gap (eV): 11.32

Geometry as XYZ:
```
15
Properties=species:S:1:pos:R:3:nbo_charge:R:1
O 1.359 0.553 -1.961 -0.871
S -0.094 0.742 -1.967 2.579
O -0.785 1.530 -2.889 -0.815
F -0.623 -0.778 -2.313 -0.504
O -0.721 0.722 -0.544 -0.756
C -0.002 -0.086 0.684 0.526
N 1.250 -0.491 0.279 -0.207
F 1.269 -1.924 0.180 -0.229
N -0.743 -1.072 1.212 0.297
F -1.196 -1.844 0.144 -0.177
F -1.900 -0.638 1.780 -0.168
N 0.389 1.050 1.473 0.302
F 0.947 0.553 2.639 -0.197
F -0.643 1.787 1.967 -0.190
H 1.493 -0.104 -0.684 0.411
```

---

[7]
A structure of composition CHFI2, computed with the ωB97M-V functional and the def2-TZVPD basis.

Properties
E_tot (Eh): -733.772619
LUMO energy (alpha / beta) (eV): -1.20 / -0.45
Frontier orbital gap (alpha / beta) (eV): 8.64 / 8.16

Geometry as XYZ:
```
5
Properties=species:S:1:pos:R:3:nbo_charge:R:1
C 2.441 0.028 -0.355 -0.036
F 1.920 -0.127 -1.568 -0.360
I 3.830 -1.474 0.083 0.194
I 2.940 2.025 0.043 0.190
H -0.355 0.001 0.111 0.012
```

---

[8]
A cluster of 2 separate species, CHI2NO in total in a non-equilibrium geometry, computed with the ωB97M-V functional and the def2-TZVPD basis.

Properties
E_tot (Eh): -763.975730
LUMO energy (alpha / beta) (eV): -3.04 / -2.82
Frontier orbital gap (alpha / beta) (eV): 6.65 / 6.91

Geometry as XYZ:
```
6
Properties=species:S:1:pos:R:3:nbo_charge:R:1
C -0.129 -0.325 -0.754 0.442
N -0.364 -1.607 -0.594 -0.603
O -0.032 0.289 -1.781 -0.522
I -1.517 -2.421 -3.093 0.054
I -1.073 -2.608 0.938 0.489
H 0.093 0.165 0.232 0.140
```

---

[9]
A structure of composition CHI2NO in a non-equilibrium geometry, computed with the ωB97M-V functional and the def2-TZVPD basis.

Properties
E_tot (Eh): -763.970343
LUMO energy (eV): -1.31
Frontier orbital gap (eV): 8.25

Geometry as XYZ:
```
6
Properties=species:S:1:pos:R:3:nbo_charge:R:1
C -0.616 0.013 0.424 -0.379
N -0.461 -0.109 1.809 0.042
O 0.621 -0.492 2.149 -0.260
I -1.989 1.751 -0.040 0.149
I -1.899 -1.676 0.033 0.194
H 0.294 -0.112 -0.294 0.254
```

---

[10]
A structure of composition CHI2O4P, computed with the ωB97M-V functional and the def2-TZVPD basis.

Properties
Net charge: -2
E_tot (Eh): -1276.410044
LUMO energy (alpha / beta) (eV): 4.90 / 4.90
Frontier orbital gap (alpha / beta) (eV): 5.69 / 5.63

Geometry as XYZ:
```
9
Properties=species:S:1:pos:R:3:nbo_charge:R:1
C 2.608 1.833 -0.506 -0.816
O -1.810 -1.189 -1.597 -1.215
O -1.964 0.047 0.676 -1.223
O -0.891 -2.280 0.554 -1.030
O 0.317 -0.375 -0.416 -1.176
P -1.208 -0.832 -0.279 2.488
I 0.744 1.613 -1.167 0.773
I 2.665 3.103 1.412 -0.263
H -0.461 -1.919 1.323 0.462
```

---

[11]
A structure of composition CHI3S, computed with the ωB97M-V functional and the def2-TZVPD basis.

Properties
E_tot (Eh): -1329.939175
LUMO energy (eV): -1.22
Frontier orbital gap (eV): 8.08

Geometry as XYZ:
```
6
Properties=species:S:1:pos:R:3:nbo_charge:R:1
C 0.334 0.000 -0.022 -0.826
S -1.184 0.000 -1.003 0.063
I 0.483 1.780 1.241 0.201
I 1.930 0.000 -1.480 0.237
I 0.483 -1.780 1.241 0.201
H -2.046 0.000 0.022 0.125
```

---

[12]
The molecule CHIN2 in a non-equilibrium geometry, computed with the ωB97M-V functional and the def2-TZVPD basis.

Properties
SMILES: N#CNI
E_tot (Eh): -445.850211
LUMO energy (eV): -1.60
Frontier orbital gap (eV): 8.65

Geometry as XYZ:
```
5
Properties=species:S:1:pos:R:3:nbo_charge:R:1
N 0.908 1.741 0.070 -0.335
C 0.436 0.702 -0.024 0.355
N 0.066 -0.551 -0.369 -0.733
I -2.016 -0.906 0.004 0.321
H 0.606 -0.986 0.319 0.392
```